Entry 1:
Molecular formula: C31H20CaCl3I2N5O4
Method: DFT, the ωB97M-V functional and the def2-TZVPD basis

Calculated values
Lowest unoccupied orbital energy in Ha: -0.052
Frontier orbital gap in eV: 5.98

Geometry as ORCA input:
```
! wB97M-V def2-TZVPD RIJCOSX def2/J DEFGRID3
* xyz 0 1
Ca 0.3469 -0.1289 0.2620
I 2.9294 -3.9116 6.2951
C 2.7517 -2.8780 4.4799
C 3.0055 -3.5352 3.2850
C 2.8737 -2.8416 2.0961
I 3.1179 -3.8203 0.2625
C 2.4824 -1.4840 2.0328
O 2.3130 -0.8495 0.9176
C 2.2150 -0.8608 3.2831
C 1.7220 0.5588 3.2562
N 0.3644 0.6571 2.6640
C -0.6711 -0.0106 3.4555
C -1.0005 -1.4268 3.0186
C -1.7281 -2.2425 3.8785
C -2.0310 -3.5316 3.4926
C -1.5931 -3.9867 2.2571
C -0.8842 -3.1142 1.4606
N -0.6010 -1.8551 1.8224
C 2.3549 -1.5508 4.4755
H 3.2935 -4.5776 3.2793
H 1.7349 0.9681 4.2734
H 2.3880 1.1672 2.6403
H 0.1021 1.6329 2.5699
H -0.3847 -0.0557 4.5126
H -1.5892 0.5785 3.4061
H -2.0375 -1.8647 4.8448
H -2.5921 -4.1824 4.1509
H -1.7877 -4.9965 1.9240
H -0.5022 -3.4331 0.4954
H 2.1432 -1.0472 5.4123
Cl -6.4423 3.9992 -0.5973
C -5.0133 3.0175 -0.4072
C -3.8993 3.5419 0.2235
C -2.7791 2.7482 0.3652
Cl -1.3574 3.4101 1.1458
C -2.6972 1.4119 -0.0971
O -1.6484 0.6911 0.0499
C -3.8701 0.9488 -0.7361
Cl -3.8513 -0.6810 -1.3491
C -5.0032 1.7230 -0.8912
H -3.9054 4.5555 0.5993
H -5.8753 1.3172 -1.3860
O 1.1265 0.0233 -7.2947
N 1.1201 1.1292 -6.7906
O 1.0842 2.1713 -7.4067
C 1.1747 1.2101 -5.3179
C 1.8160 2.2769 -4.8104
C 1.9794 2.4263 -3.4011
C 2.6541 3.5209 -2.8306
C 2.7733 3.5975 -1.4715
C 2.2036 2.5815 -0.6926
N 1.5600 1.5515 -1.2000
C 1.4549 1.4566 -2.5421
C 0.7562 0.3116 -3.0992
N 0.2630 -0.5901 -2.2248
C -0.4427 -1.6006 -2.6822
C -0.6990 -1.7897 -4.0427
C -0.1757 -0.9078 -4.9464
C 0.5947 0.1827 -4.4879
H 2.2182 3.0228 -5.4833
H 3.0683 4.2860 -3.4761
H 3.2869 4.4193 -0.9933
H 2.2817 2.6201 0.3888
H -0.8406 -2.2930 -1.9479
H -1.3047 -2.6229 -4.3698
H -0.3467 -1.0443 -6.0010
*
```

=====

Entry 2:
Molecular formula: C20H28NNiO3
Method: DFT, the ωB97M-V functional and the def2-TZVPD basis

Calculated values
Lowest unoccupied orbital energy (spin up / spin down) in Ha: 0.092 / 0.092
Frontier orbital gap (spin up / spin down) in eV: 5.76 / 5.62
Expectation value of S²: 2.015

Geometry as ORCA input:
```
! wB97M-V def2-TZVPD RIJCOSX def2/J DEFGRID3
* xyz -1 3
O -0.2269 0.1690 -2.5270
C -0.0686 1.2711 -3.5055
C 0.2186 0.3682 -4.6857
H 0.7951 1.8955 -3.2678
H -0.9711 1.8821 -3.6175
C 0.0378 -0.7413 -3.6328
H 1.2230 0.4875 -5.0888
H -0.5533 0.3643 -5.4544
C 1.2809 -1.5575 -3.3919
H 2.0326 -0.9941 -2.8337
H 1.7016 -1.8768 -4.3501
H 1.0010 -2.4508 -2.8324
C -1.1530 -1.5834 -4.0245
H -2.0609 -0.9784 -4.0876
H -1.2923 -2.3916 -3.3078
H -0.9599 -2.0224 -5.0100
Ni -0.1731 -0.8057 2.5492
C -3.1535 -1.1425 3.8972
C -2.6946 0.1667 3.6134
C -1.9798 0.1370 2.3619
H -2.9493 1.0561 4.1882
C -2.0901 -1.2334 1.8469
C -2.8894 -1.9788 2.7952
H -3.3242 -2.9681 2.6274
H -3.7049 -1.4265 4.7957
H -1.6912 1.0003 1.7617
H -1.8038 -1.5274 0.8362
C 1.0327 -2.6126 3.6111
C 0.1774 -2.8792 2.4869
C 0.6765 -2.1041 1.3761
H -0.6690 -3.5756 2.4369
C 1.8291 -1.3562 1.8489
C 2.0367 -1.6835 3.2119
H 2.8725 -1.3405 3.8125
H 0.9263 -3.0803 4.5870
H 0.3205 -2.0992 0.3551
H 2.4625 -0.7496 1.2134
O 1.9841 1.7618 -1.4025
C 1.1502 1.3973 -0.2463
C -0.0262 2.3678 -0.2949
H 1.6827 1.5270 0.7246
H 0.8594 0.3398 -0.3155
C 0.7542 3.6601 -0.5189
H -0.6737 2.3249 0.5881
H -0.6047 2.1340 -1.2027
C 1.8732 3.2106 -1.5001
H 1.1990 3.9782 0.4359
H 0.1403 4.4713 -0.9112
H 2.8211 3.7223 -1.2453
H 1.5783 3.5151 -2.5333
O 0.3621 2.0128 5.5814
C 0.3475 1.3097 4.6163
N 0.3366 0.6293 3.6288
*
```

=====

Entry 3:
Molecular formula: C44H36MnNO3PS2Sb
Method: DFT, the ωB97M-V functional and the def2-TZVPD basis

Calculated values
Lowest unoccupied orbital energy (spin up / spin down) in Ha: 0.093 / 0.093
Frontier orbital gap (spin up / spin down) in eV: 7.24 / 6.93
Expectation value of S²: 0.809

Geometry as ORCA input:
```
! wB97M-V def2-TZVPD RIJCOSX def2/J DEFGRID3
* xyz -1 2
Mn 0.2667 -0.9201 -1.1637
S 0.8461 0.0950 -3.3461
C -0.6910 0.7737 -2.9488
C -1.3455 1.8237 -3.6103
C -2.5500 2.2757 -3.1220
C -3.1011 1.6937 -1.9780
C -2.4070 0.6684 -1.3744
N -1.2500 0.2120 -1.8560
H -0.8792 2.2644 -4.4804
H -3.0636 3.0905 -3.6182
H -4.0368 2.0373 -1.5607
H -2.7656 0.1842 -0.4733
O -0.3537 -1.5636 1.6246
C -0.4525 -1.9054 0.4510
C -1.3045 -3.1684 0.2567
C -1.8953 -3.8343 1.3278
C -2.6658 -4.9617 1.1051
C -2.8561 -5.4365 -0.1916
C -2.2675 -4.7811 -1.2604
C -1.4892 -3.6482 -1.0328
P -0.6214 -2.6523 -2.2904
C -1.8824 -2.3521 -3.5731
C -3.2334 -2.2514 -3.2498
C -4.1610 -1.8657 -4.2075
C -3.7472 -1.5720 -5.4984
C -2.4012 -1.6605 -5.8270
C -1.4733 -2.0438 -4.8708
C 0.5033 -3.8439 -3.1020
C 0.0625 -4.8775 -3.9266
C 0.9667 -5.7724 -4.4765
C 2.3240 -5.6400 -4.2102
C 2.7729 -4.6086 -3.3996
C 1.8656 -3.7124 -2.8503
H -1.7342 -3.4403 2.3241
H -3.1267 -5.4789 1.9385
H -3.4649 -6.3159 -0.3638
H -2.4218 -5.1465 -2.2690
H -3.5626 -2.4658 -2.2402
H -5.2077 -1.7885 -3.9406
H -4.4704 -1.2677 -6.2450
H -2.0691 -1.4180 -6.8288
H -0.4214 -2.0841 -5.1236
H -0.9927 -4.9719 -4.1542
H 0.6146 -6.5721 -5.1165
H 3.0307 -6.3382 -4.6416
H 3.8302 -4.4956 -3.1964
H 2.2127 -2.8995 -2.2217
S 1.5807 0.5031 0.0250
Sb 1.6499 3.6097 2.1949
C 3.6463 2.8154 2.2226
C 4.0652 1.8537 3.1390
C 5.3398 1.3071 3.0664
C 6.2101 1.6995 2.0601
C 5.7958 2.6363 1.1242
C 4.5248 3.1871 1.2074
C 2.3633 5.6445 1.8255
C 1.5927 6.4791 1.0208
C 1.9610 7.8005 0.7858
C 3.1188 8.3059 1.3551
C 3.9037 7.4856 2.1579
C 3.5268 6.1709 2.3882
C 1.4463 4.0768 4.2989
C 0.2191 4.6141 4.6846
C -0.0239 4.9912 5.9984
C 0.9622 4.8250 6.9600
C 2.1890 4.2911 6.5933
C 2.4280 3.9230 5.2747
H 3.3757 1.4946 3.8920
H 5.6446 0.5578 3.7877
H 7.2002 1.2650 1.9951
H 6.4588 2.9323 0.3202
H 4.2171 3.9157 0.4653
H 0.6880 6.0937 0.5603
H 1.3458 8.4307 0.1543
H 3.4127 9.3328 1.1736
H 4.8110 7.8746 2.6056
H 4.1493 5.5432 3.0171
H -0.5676 4.7415 3.9470
H -0.9854 5.4092 6.2720
H 0.7759 5.1104 7.9882
H 2.9677 4.1630 7.3361
H 3.4017 3.5324 5.0093
C 2.4313 -1.5366 3.2866
O 2.4250 -1.0355 1.9571
C 1.6363 0.0592 1.7505
O 1.2993 0.7941 2.6594
H 3.3233 -2.1542 3.3793
H 1.5383 -2.1412 3.4580
H 2.4576 -0.7269 4.0147
*
```

=====

It is found that the energy above the lowest of the compared OMol25 structures with the same formula, charge and spin values, taken in the order of the records, are 0.0, 0.0, 0.0 kcal per mole.